[1]
Computed, not measured: C5H9N as an isolated structure, with the ωB97M-V functional and the def2-TZVPD basis.

Last column: Mulliken charge in e.
Element x y z (Å)
C1 -0.695 0.975 0.529  -0.647
C2 -2.027 -0.564 -0.384  -0.739
C3 -0.749 -0.452 0.127  0.234
N1 0.790 -0.641 -0.850  -0.449
C4 1.896 -0.686 0.129  -0.402
C5 1.455 0.511 -0.575  -0.073
H1 -1.149 1.687 -0.161  0.358
H2 -0.891 1.220 1.573  0.247
H3 -2.665 -1.419 -0.170  0.260
H4 -2.422 0.173 -1.076  0.261
H5 -0.507 -1.176 0.902  0.207
H6 1.638 -0.769 1.192  0.197
H7 2.781 -1.250 -0.166  0.254
H8 1.897 1.199 -1.290  0.334
H9 0.648 1.193 0.220  -0.041

Strongest force on any atom: 0.28 eV Å⁻¹
HOMO-LUMO gap (spin up / spin down): 8.11 / 8.10 eV
Energy relative to the best compared isomer or geometry (same formula, charge and spin): 140.7 kcal per mole
Highest occupied orbital energy (spin up / spin down): -8.18 / -8.18 eV
M: 83.13 g/mol



[2]
Computed, not measured: a 9-piece molecular cluster, C18H54O9 overall at a distorted geometry, with the ωB97M-V functional and the def2-TZVPD basis.

Last column: Mulliken charge in e.
Element x y z (Å)
O1 -12.555 12.097 4.647  -0.660
H1 -11.646 12.173 4.949  0.296
H2 -12.993 11.635 5.375  0.390
O2 -18.299 10.313 8.091  -0.725
H3 -18.542 11.174 7.716  0.366
H4 -19.118 9.812 8.135  0.312
O3 -13.166 10.891 7.242  -0.692
H5 -14.048 10.513 7.086  0.419
H6 -13.226 11.305 8.106  0.283
C1 -14.160 9.449 -1.237  -1.570
C2 -14.454 8.612 -0.005  0.713
C3 -15.417 9.323 0.925  -0.937
O4 -14.967 7.335 -0.394  -0.569
H7 -15.105 9.707 -1.730  0.381
H8 -13.540 8.901 -1.947  0.416
H9 -13.655 10.385 -0.995  0.396
H10 -13.525 8.419 0.536  0.078
H11 -15.585 8.689 1.800  0.143
H12 -16.391 9.548 0.496  0.262
H13 -14.869 10.204 1.274  0.350
H14 -15.384 7.416 -1.257  0.335
C4 -20.417 12.067 6.057  -1.072
C5 -19.473 13.249 6.128  0.851
C6 -20.212 14.578 6.205  -1.415
O5 -18.594 13.107 7.255  -0.603
H15 -21.064 12.018 6.934  0.415
H16 -19.867 11.129 5.958  -0.110
H17 -21.040 12.166 5.167  0.367
H18 -18.872 13.284 5.210  0.181
H19 -19.505 15.392 6.380  0.368
H20 -20.936 14.590 7.021  0.345
H21 -20.718 14.799 5.263  0.344
H22 -17.742 13.487 7.021  0.329
C7 -12.267 6.186 3.278  -0.964
C8 -11.091 5.862 4.192  0.439
C9 -11.062 6.757 5.408  -1.285
O6 -11.210 4.519 4.677  -0.566
H23 -12.263 5.502 2.428  0.403
H24 -12.225 7.216 2.915  0.254
H25 -13.200 6.082 3.832  0.195
H26 -10.156 5.971 3.629  0.239
H27 -10.256 6.482 6.084  0.366
H28 -12.006 6.650 5.946  0.238
H29 -10.943 7.798 5.101  0.388
H30 -10.973 3.911 3.972  0.329
C10 -17.094 9.306 4.960  -1.065
C11 -15.982 8.820 5.878  0.977
C12 -14.668 8.657 5.151  -1.326
O7 -15.766 9.743 6.947  -0.581
H31 -17.241 8.596 4.142  0.371
H32 -16.873 10.276 4.505  0.344
H33 -18.041 9.401 5.498  0.042
H34 -16.290 7.834 6.258  0.139
H35 -13.867 8.508 5.876  0.309
H36 -14.440 9.561 4.580  0.168
H37 -14.682 7.798 4.482  0.288
H38 -16.623 9.931 7.358  0.323
C13 -20.474 12.603 1.572  -1.183
C14 -20.292 11.085 1.449  0.446
C15 -19.369 10.544 2.528  -0.866
O8 -21.560 10.449 1.497  -0.561
H39 -19.525 13.145 1.586  0.350
H40 -20.992 12.831 2.507  0.158
H41 -21.050 12.978 0.728  0.352
H42 -19.832 10.867 0.481  0.299
H43 -19.116 9.497 2.360  0.298
H44 -19.823 10.648 3.521  0.020
H45 -18.422 11.087 2.577  0.338
H46 -21.746 10.196 2.406  0.338
C16 -21.706 4.613 6.664  -1.307
C17 -20.999 5.891 7.068  0.416
C18 -20.095 6.413 5.982  -0.963
O9 -21.974 6.891 7.425  -0.551
H47 -22.425 4.807 5.860  0.357
H48 -22.231 4.192 7.520  0.323
H49 -21.014 3.869 6.265  0.347
H50 -20.440 5.706 7.985  0.260
H51 -19.285 5.710 5.753  0.367
H52 -19.607 7.343 6.275  0.074
H53 -20.623 6.555 5.034  0.329
H54 -22.603 6.939 6.697  0.346

Strongest force on any atom: 1.09 eV Å⁻¹
HOMO-LUMO gap: 10.45 eV
Energy relative to the best compared isomer or geometry (same formula, charge and spin): 5.7 kcal per mole
Highest occupied orbital energy: -10.12 eV
M: 414.62 g/mol



[3]
Computed, not measured: C26H40Cl10F12O8 as an isolated structure at a distorted geometry, with the ωB97M-V functional and the def2-TZVPD basis.

Last column: Mulliken charge in e.
Element x y z (Å)
C1 0.392 2.215 -0.001  -2.566
C2 -0.109 0.878 0.638  0.331
O1 0.056 -0.256 -0.228  1.420
C3 -0.603 -1.472 0.087  0.205
O2 -1.149 -1.682 1.180  -0.535
C4 -0.611 -2.550 -0.968  -0.182
F1 -1.780 -3.252 -0.968  -0.277
F2 -0.480 -2.001 -2.180  -0.361
F3 0.313 -3.413 -0.669  -0.116
H1 -0.158 2.386 -0.927  -0.616
H2 1.448 2.054 -0.213  -0.299
H3 0.397 3.080 0.662  1.682
H4 -1.165 1.021 0.870  0.246
H5 0.501 0.576 1.490  -0.344
C5 -1.270 -4.946 -3.545  -1.437
C6 -0.336 -4.950 -2.403  0.428
O3 -0.931 -5.614 -1.297  -0.314
C7 -0.383 -5.596 -0.073  0.686
O4 0.770 -5.269 0.233  -0.615
C8 -1.386 -6.095 1.006  0.799
F4 -0.925 -7.231 1.514  -0.287
F5 -1.356 -5.214 1.996  -0.184
F6 -2.581 -6.263 0.517  -0.257
H6 -1.130 -4.317 -4.424  0.361
H7 -2.289 -4.844 -3.172  0.301
H8 -1.333 -5.949 -3.967  0.412
H9 -0.202 -3.905 -2.123  -0.117
H10 0.708 -5.230 -2.547  0.527
C9 0.411 4.748 -1.524  -1.212
C10 1.674 3.974 -1.980  0.729
O5 2.839 4.340 -1.181  -0.381
C11 3.023 3.738 -0.062  -0.210
O6 2.455 2.743 0.416  -0.455
C12 4.209 4.292 0.751  0.829
F7 4.231 3.673 1.962  -0.190
F8 5.316 3.925 0.124  -0.281
F9 4.255 5.626 0.844  -0.265
H11 0.544 5.756 -1.130  0.395
H12 -0.087 4.280 -0.675  0.150
H13 -0.186 5.022 -2.394  0.423
H14 1.947 4.167 -3.017  0.649
H15 1.367 2.929 -1.971  -0.359
C13 -3.540 -2.234 -0.116  -1.388
C14 -3.230 -0.938 0.707  0.327
O7 -4.152 0.173 0.601  -0.427
C15 -3.661 1.402 0.435  0.377
O8 -2.498 1.694 0.441  -0.730
C16 -4.781 2.458 0.271  0.595
F10 -6.019 1.887 0.033  -0.284
F11 -4.944 3.274 1.311  -0.253
F12 -4.478 3.231 -0.835  -0.234
H16 -3.423 -2.043 -1.183  0.221
H17 -4.581 -2.539 -0.010  0.559
H18 -2.988 -3.091 0.270  0.170
H19 -2.201 -0.648 0.494  -0.175
H20 -3.154 -1.159 1.772  0.403
Cl1 2.377 -1.385 1.008  -0.041
C17 2.005 -2.162 2.576  -1.296
C18 0.750 -2.958 2.479  0.509
Cl2 0.511 -3.920 3.996  -0.257
H21 2.075 -1.437 3.387  0.741
H22 2.806 -2.884 2.733  0.858
H23 0.877 -3.652 1.648  0.061
H24 -0.191 -2.411 2.418  -0.588
Cl3 1.070 0.543 2.964  -0.307
C19 2.699 1.240 2.627  1.465
C20 3.860 0.185 2.562  -1.012
Cl4 3.657 -1.159 3.784  -0.253
H25 3.064 1.903 3.411  0.717
H26 2.617 1.869 1.740  -1.036
H27 4.838 0.620 2.770  0.529
H28 3.889 -0.195 1.541  0.466
Cl5 -2.124 3.356 -2.391  -0.182
C21 -1.995 1.568 -2.860  0.365
C22 -0.690 1.230 -3.620  -0.894
Cl6 0.553 1.601 -2.500  0.724
H29 -2.807 1.423 -3.573  0.646
H30 -2.226 0.912 -2.022  -0.532
H31 -0.693 1.825 -4.532  0.373
H32 -0.499 0.237 -4.027  0.270
Cl7 3.508 1.061 -3.660  -0.165
C23 3.873 1.186 -1.960  -0.399
C24 2.628 0.665 -1.202  1.612
Cl8 2.405 -1.068 -1.452  -0.221
H33 4.042 2.187 -1.563  0.056
H34 4.732 0.529 -1.820  0.520
H35 1.630 1.007 -1.477  -0.593
H36 2.833 0.840 -0.146  -1.081
Cl9 0.206 2.464 2.990  -0.368
C25 -1.190 1.351 2.947  1.534
C26 -2.518 2.077 2.581  0.065
Cl10 -3.341 3.219 3.700  -0.241
H37 -1.354 0.853 3.902  0.756
H38 -1.050 0.478 2.310  -0.847
H39 -3.276 1.369 2.245  0.015
H40 -2.310 2.594 1.644  0.151

Strongest force on any atom: 13.57 eV Å⁻¹
HOMO-LUMO gap: 7.19 eV
Energy relative to the best compared isomer or geometry (same formula, charge and spin): 593.2 kcal per mole
Highest occupied orbital energy: -7.39 eV
M: 1063.10 g/mol



[4]
Computed, not measured: C4H10O8SZn as an isolated structure at a distorted geometry, with the ωB97M-V functional and the def2-TZVPD basis.

Last column: Mulliken charge in e.
Element x y z (Å)
Zn1 -0.161 0.537 0.448  0.490
S1 0.649 0.844 2.853  1.389
O1 0.492 1.861 1.802  -0.726
O2 1.749 0.922 3.738  -0.710
O3 -0.592 0.825 3.590  -0.699
O4 0.766 -0.295 1.926  -0.699
O5 -2.049 -0.354 0.812  -0.762
C1 -3.010 0.227 -0.004  -0.337
C2 -2.419 1.361 -0.936  -0.346
O6 -1.059 1.766 -1.028  -0.793
H1 -3.801 0.538 0.678  0.210
H2 -3.404 -0.577 -0.626  0.176
H3 -2.944 2.235 -0.550  0.245
H4 -2.975 1.279 -1.870  0.333
C3 1.592 -1.679 -1.136  -0.468
C4 2.505 -0.558 -1.612  -0.565
O7 2.508 0.276 -0.463  -0.424
O8 0.334 -1.273 -0.699  -0.115
H5 1.967 -2.217 -0.265  0.370
H6 1.333 -2.390 -1.920  0.339
H7 2.246 -0.131 -2.580  0.319
H8 3.541 -0.893 -1.662  0.293
H9 2.971 -0.261 0.184  0.276
H10 -0.238 -2.043 -0.678  0.205

Strongest force on any atom: 4.53 eV Å⁻¹
HOMO-LUMO gap: 5.06 eV
Total charge: -2
Highest occupied orbital energy: -0.04 eV
M: 283.57 g/mol



- Which formula does entry 1 have?
  C5H9N



- strongest force on any atom of number 3 (C26H40Cl10F12O8)?
  13.57 eV Å⁻¹



- Which value of M does entry 3 give?
  1063.10 g/mol